One molecule with the formula C4H5FN2 in a non-equilibrium geometry. Source: the OMol25 dataset; level of theory: ωB97M-V with the def2-TZVPD basis set.

F_max: 3.7 eV/A
calculated total energy: -364.7164 Eh
structure (SMILES): Nn1cccc1F
relative energy (zero: lowest compared OMol25 entry of this formula, charge and spin): 54.5 kcal/mol

```
12
C4H5FN2 ωB97M-V with the def2-TZVPD basis set
C -1.0856 0.2220 -0.2149
N 0.2625 0.5154 -0.0682
H 0.4373 -2.6829 0.0730
H -0.0084 2.5853 -0.1782
C 0.0851 -1.7004 0.0347
N 0.7301 1.8475 -0.2173
H -1.7669 1.1645 -0.1983
H 1.4625 2.0217 0.4421
C -1.2313 -1.1719 -0.2073
H -2.0784 -1.7566 0.0025
F 2.2656 -0.4481 0.3769
C 0.9274 -0.5965 0.1549
```


One molecule with the formula C4H5FN2 in a non-equilibrium geometry. Source: the OMol25 dataset; level of theory: ωB97M-V with the def2-TZVPD basis set.

F_max: 4.5 eV/A
calculated total energy: -364.6929 Eh
structure (SMILES): F[C@H]1[C@H]2C=NN[C@@H]12
relative energy (zero: lowest compared OMol25 entry of this formula, charge and spin): 69.3 kcal/mol

```
12
C4H5FN2 ωB97M-V with the def2-TZVPD basis set
N -1.5749 -0.3554 -0.7198
H 2.2868 0.2499 0.3662
H 0.1873 1.7375 0.7961
C -0.9666 0.8059 -0.6918
N -0.8646 -1.2218 0.1666
H 0.2207 -0.5941 1.9277
C 1.2553 0.0858 -0.0370
C 0.1519 -0.4582 0.8209
C 0.1087 0.9128 0.2274
H -0.7786 -2.1571 -0.2825
H -1.3537 1.6239 -1.3417
F 1.3277 -0.6293 -1.2321
```


C4H5FN2 as an isolated structure in a non-equilibrium geometry. Source: the OMol25 dataset; level of theory: ωB97M-V with the def2-TZVPD basis set.

F_max: 7.5 eV/A
calculated total energy: -364.6975 Eh
relative energy (zero: lowest compared OMol25 entry of this formula, charge and spin): 66.4 kcal/mol

```
12
C4H5FN2 ωB97M-V with the def2-TZVPD basis set
F -0.0092 -2.7032 0.0571
H 0.7033 2.6915 0.2250
N -0.5715 1.3117 -0.6092
C 0.5494 -1.6508 0.8507
H -1.8420 -0.5550 -0.4100
H 1.3703 -2.0744 1.4087
C 0.4326 1.5746 0.2835
C -0.7821 -0.1711 -0.6640
C 0.1948 -0.3519 0.5290
H -0.1766 -0.7341 -1.3895
H -0.6429 1.9221 -1.5287
N 0.7738 0.7405 1.2474
```


One molecule with the formula C4H5FN2O in a non-equilibrium geometry. Source: the OMol25 dataset; level of theory: ωB97M-V with the def2-TZVPD basis set.

F_max: 6.8 eV/A
calculated total energy: -439.9373 Eh
structure (SMILES): O=C1CC(CF)=NN1
relative energy (zero: lowest compared OMol25 entry of this formula, charge and spin): 63.1 kcal/mol

```
13
C4H5FN2O ωB97M-V with the def2-TZVPD basis set
C -0.0804 -0.2416 -0.6057
C -1.2114 -1.1483 -0.9767
H -1.3401 -2.0743 -0.5260
F -2.5146 -0.5067 -0.7585
O 1.5580 1.4986 2.1752
N 1.8973 0.5266 -0.0679
H -1.2025 -1.5446 -2.0652
H -1.0308 1.6019 0.6361
N 1.2208 -0.2428 -0.8500
H -0.9676 -0.0177 1.4595
C 1.1054 0.9030 1.1059
C -0.4169 0.5227 0.6703
H 2.9828 0.7233 -0.1970
```


Q: Look up the F_max of the first one.
A: 3.7 eV/A